The following is a DFT calculation (the ωB97M-V functional and the def2-TZVPD basis) of 2 unconnected molecules or ions with the total composition CH6N3O.

* max |F|: 0.058 hartree/bohr
* lowest unoccupied orbital energy (spin up / spin down): 0.174 / 0.174 Ha
* frontier orbital gap (spin up / spin down): 7.29 / 7.29 eV
* relative energy (zero: lowest compared OMol25 entry of this formula, charge and spin): 0.769 eV

```
! RIJCOSX wB97M-V def2-TZVPD def2/J DEFGRID3
* xyz -1 1
C 0.43 0.43 0.69
N -1.48 0.63 -1.49
N -0.14 0.66 -1.51
N 0.84 0.70 -0.63
O 0.50 -2.17 0.93
H -0.49 0.88 1.01
H 1.13 0.76 1.42
H -0.03 -2.34 1.69
H -1.64 0.53 -0.54
H 0.56 -0.78 0.83
H 0.32 0.70 -2.41
*
```

The following is a DFT calculation (the ωB97M-V functional and the def2-TZVPD basis) of 2 unconnected molecules or ions with the total composition CH6N3O.

* max |F|: 0.094 hartree/bohr
* lowest unoccupied orbital energy: -0.156 Ha
* frontier orbital gap: 9.73 eV
* relative energy (zero: lowest compared OMol25 entry of this formula, charge and spin): 2.773 eV

```
! RIJCOSX wB97M-V def2-TZVPD def2/J DEFGRID3
* xyz 1 1
C 2.57 0.05 0.21
N 3.83 -0.46 0.27
N 1.37 0.01 0.43
N -1.67 0.47 -0.52
O 3.48 0.61 -0.60
H 4.30 -0.14 1.02
H -0.90 0.21 -1.08
H 1.17 -0.75 1.02
H -1.98 1.41 -0.68
H -1.39 0.30 0.46
H -2.45 -0.22 -0.81
*
```